1.
Entry from the Open Molecules 2025 dataset: C34H37Cl3GeN7O4RbS4 as an isolated structure (wB97M-V/def2-TZVPD).

Positions of all 91 atoms, in Å:
Rb1 1.131 -1.286 0.686
N1 4.368 -1.323 1.736
N2 5.198 -2.252 1.040
C1 4.470 -3.150 0.218
N3 5.146 -4.327 -0.063
N4 3.337 -2.761 -0.261
N5 2.504 -3.618 -0.890
O1 1.450 -3.092 -1.412
O2 2.671 -4.902 -0.850
H1 4.036 -0.556 1.139
H2 4.932 -0.925 2.475
H3 5.897 -1.777 0.472
H4 5.649 -4.659 0.748
H5 4.467 -4.993 -0.444
Cl1 -0.529 -3.395 -4.874
C2 -1.594 -3.046 -3.545
C3 -1.213 -2.136 -2.577
C4 -2.105 -1.858 -1.554
C5 -3.342 -2.490 -1.449
C6 -4.207 -2.181 -0.243
C7 -4.165 -3.304 0.804
N6 -2.812 -3.748 1.054
C8 -2.173 -4.790 0.408
C9 -0.847 -4.648 0.688
N7 -0.652 -3.536 1.475
C10 -1.839 -3.012 1.660
O3 -5.577 -1.974 -0.562
C11 -5.945 -0.629 -0.842
C12 -5.089 0.036 -1.880
C13 -5.074 -0.274 -3.205
Cl2 -6.078 -1.423 -3.996
S1 -3.869 0.575 -4.077
C14 -3.373 1.400 -2.659
C15 -4.101 1.019 -1.579
C16 -3.658 -3.433 -2.420
Cl3 -5.133 -4.375 -2.345
C17 -2.810 -3.703 -3.480
H6 -0.228 -1.694 -2.602
H7 -1.829 -1.143 -0.785
H8 -3.786 -1.284 0.228
H9 -4.756 -4.149 0.457
H10 -4.607 -2.930 1.728
H11 -2.718 -5.498 -0.192
H12 -0.012 -5.234 0.337
H13 -2.018 -2.071 2.174
H14 -5.908 -0.031 0.075
H15 -6.981 -0.689 -1.176
H16 -2.553 2.100 -2.688
H17 -3.931 1.405 -0.584
H18 -3.085 -4.431 -4.228
O4 3.025 0.949 0.372
C18 3.436 2.232 0.400
C19 4.838 2.375 -0.207
C20 5.580 3.460 -0.573
C21 6.849 3.105 -1.109
C22 7.030 1.754 -1.145
S2 5.662 0.913 -0.544
C23 3.462 2.751 1.843
C24 4.085 3.799 2.457
C25 3.723 3.922 3.828
C26 2.838 2.958 4.212
S3 2.445 1.899 2.926
C27 2.515 3.140 -0.442
C28 2.004 2.814 -1.662
C29 1.228 3.855 -2.240
C30 1.159 4.960 -1.445
S4 2.021 4.722 0.017
H19 5.215 4.476 -0.488
H20 7.580 3.820 -1.464
H21 7.888 1.216 -1.518
H22 4.779 4.454 1.949
H23 4.109 4.685 4.493
H24 2.406 2.815 5.191
H25 2.181 1.845 -2.107
H26 0.729 3.780 -3.197
H27 0.611 5.872 -1.619
C31 -3.997 1.507 2.035
Ge1 -2.032 1.864 2.106
C32 -1.928 3.499 3.244
C33 -1.525 2.509 0.302
C34 -1.089 0.253 2.505
H28 -4.560 2.331 1.585
H29 -4.373 1.341 3.047
H30 -4.187 0.594 1.467
H31 -2.549 4.304 2.838
H32 -0.895 3.850 3.293
H33 -2.263 3.282 4.261
H34 -2.195 3.283 -0.087
H35 -1.495 1.672 -0.399
H36 -0.515 2.919 0.347
H37 -0.450 0.415 3.391

Results
E_HOMO (alpha / beta): -1.61 / -0.25 eV
E: -7076.1993 a.u.
HOMO-LUMO gap (alpha / beta): 0.19178 / 0.14192 Ha
net charge: -2

***

2.
Entry from the Open Molecules 2025 dataset: C34H37MgN6O3P2S as an isolated structure (wB97M-V/def2-TZVPD).

Positions of all 84 atoms, in Å:
Mg1 0.300 0.250 0.202
O1 -1.461 0.735 -0.742
P1 -2.136 1.984 -0.208
C1 -2.090 2.087 1.612
P2 -2.071 0.332 2.235
O2 -0.693 -0.238 1.877
C2 -3.429 -0.467 1.620
C3 -3.289 -1.680 0.837
C4 -4.389 -2.340 0.379
C5 -5.714 -1.879 0.657
C6 -5.865 -0.701 1.416
C7 -4.788 0.000 1.891
C8 -2.141 0.507 4.047
C9 -1.061 1.098 4.705
C10 -1.014 1.149 6.093
C11 -2.056 0.611 6.835
C12 -3.133 0.023 6.189
C13 -3.175 -0.036 4.799
C14 -1.493 3.526 -0.896
C15 -0.927 3.485 -2.167
C16 -0.418 4.646 -2.734
C17 -0.477 5.847 -2.040
C18 -1.039 5.888 -0.771
C19 -1.539 4.727 -0.196
C20 -3.875 1.985 -0.673
C21 -4.349 0.928 -1.439
C22 -5.683 0.898 -1.825
C23 -6.539 1.919 -1.446
C24 -6.069 2.976 -0.676
C25 -4.738 3.009 -0.292
H1 -2.992 2.581 1.978
H2 -1.198 2.625 1.939
H3 -2.296 -2.057 0.625
H4 -4.252 -3.248 -0.198
H5 -6.577 -2.412 0.283
H6 -6.863 -0.328 1.625
H7 -4.956 0.917 2.450
H8 -0.247 1.516 4.122
H9 -0.168 1.604 6.594
H10 -2.027 0.647 7.917
H11 -3.942 -0.404 6.768
H12 -4.000 -0.523 4.294
H13 -0.854 2.539 -2.690
H14 0.034 4.608 -3.718
H15 -0.076 6.750 -2.483
H16 -1.080 6.821 -0.224
H17 -1.953 4.760 0.805
H18 -3.682 0.113 -1.687
H19 -6.056 0.060 -2.399
H20 -7.582 1.887 -1.737
H21 -6.740 3.770 -0.374
H22 -4.377 3.841 0.304
O3 0.654 2.203 0.423
N1 1.606 2.834 -0.249
C26 1.976 4.034 0.248
C27 2.901 4.819 -0.376
C28 3.464 4.347 -1.566
C29 3.086 3.130 -2.055
C30 2.131 2.310 -1.401
S1 1.623 0.784 -1.984
H23 1.467 4.302 1.160
H24 3.168 5.773 0.054
H25 4.193 4.944 -2.100
H26 3.497 2.741 -2.975
C31 2.582 -1.215 3.927
N2 2.890 -1.893 2.679
C32 3.455 -3.229 2.789
C33 2.560 -1.278 1.521
N3 2.101 -0.088 1.399
N4 2.760 -2.074 0.351
C34 1.769 -2.225 -0.604
N5 2.182 -2.905 -1.723
N6 0.574 -1.824 -0.374
H27 2.636 -1.940 4.736
H28 1.565 -0.819 3.900
H29 3.285 -0.405 4.141
H30 2.731 -3.912 3.239
H31 4.346 -3.200 3.417
H32 3.726 -3.618 1.815
H33 1.986 0.380 2.290
H34 3.704 -2.052 -0.002
H35 3.170 -2.947 -1.907
H36 1.633 -2.727 -2.549
H37 -0.055 -2.073 -1.132

Results
E_HOMO (alpha / beta): -3.41 / -7.20 eV
E: -3153.2456 a.u.
2S+1: 2
⟨S²⟩: 0.77
HOMO-LUMO gap (alpha / beta): 0.13125 / 0.27055 Ha
net charge: 0

***

3.
Entry from the Open Molecules 2025 dataset: C34H38BaN4O5S3 as an isolated structure at a distorted geometry (wB97M-V/def2-TZVPD).

Positions of all 85 atoms, in Å:
Ba1 -0.184 0.716 -1.000
O1 0.174 -5.103 -3.291
C1 0.219 -4.098 -4.185
C2 0.404 -4.426 -5.526
C3 0.454 -3.443 -6.492
C4 0.304 -2.108 -6.146
C5 0.128 -1.765 -4.822
C6 0.092 -2.744 -3.829
C7 0.060 -2.300 -2.421
O2 -0.054 -1.064 -2.151
N1 0.115 -3.241 -1.510
N2 0.378 -2.978 -0.217
C8 1.408 -2.289 0.090
C9 2.341 -1.662 -0.858
C10 2.961 -2.429 -1.846
C11 3.780 -1.802 -2.764
C12 3.962 -0.430 -2.663
C13 3.332 0.239 -1.627
N3 2.556 -0.357 -0.740
H1 0.137 -4.685 -2.395
H2 0.512 -5.470 -5.778
H3 0.605 -3.723 -7.524
H4 0.333 -1.346 -6.910
H5 0.011 -0.728 -4.524
H6 1.608 -2.183 1.148
H7 2.784 -3.491 -1.889
H8 4.284 -2.378 -3.528
H9 4.578 0.104 -3.370
H10 3.456 1.305 -1.480
O3 0.920 2.538 -0.449
S1 0.950 2.722 1.011
C14 -0.807 3.057 1.461
C15 -1.050 2.937 2.955
C16 -0.749 1.544 3.522
C17 -1.538 0.403 2.884
S2 -0.447 -0.647 1.810
O4 0.371 0.353 1.115
C18 0.611 -1.159 3.204
C19 1.897 -0.659 3.335
C20 2.669 -1.023 4.426
C21 2.165 -1.901 5.371
C22 0.897 -2.438 5.212
C23 0.119 -2.063 4.130
C24 1.474 4.452 1.185
C25 1.483 5.295 0.087
C26 1.997 6.574 0.213
C27 2.489 7.005 1.435
C28 2.467 6.165 2.536
C29 1.970 4.879 2.405
H11 -1.372 2.315 0.907
H12 -1.053 4.051 1.086
H13 -2.090 3.202 3.171
H14 -0.418 3.664 3.474
H15 -0.951 1.559 4.595
H16 0.320 1.350 3.397
H17 -2.326 0.759 2.223
H18 -1.982 -0.265 3.620
H19 2.287 0.007 2.579
H20 3.661 -0.614 4.545
H21 2.766 -2.173 6.226
H22 0.514 -3.141 5.936
H23 -0.875 -2.467 4.002
H24 1.105 4.929 -0.857
H25 2.027 7.232 -0.643
H26 2.905 7.997 1.528
H27 2.851 6.504 3.487
H28 1.978 4.199 3.246
C30 -4.111 -2.593 0.611
C31 -3.100 -2.587 -0.519
S3 -2.630 -0.954 -1.223
O5 -2.155 -0.177 -0.045
C32 -4.293 -0.227 -1.593
C33 -4.891 0.566 -0.451
H29 -4.083 -3.547 1.132
H30 -5.122 -2.436 0.243
H31 -3.869 -1.817 1.333
H32 -3.418 -3.190 -1.370
H33 -2.139 -2.965 -0.172
H34 -4.941 -1.031 -1.931
H35 -4.082 0.449 -2.423
H36 -5.171 -0.072 0.384
H37 -5.780 1.095 -0.792
H38 -4.167 1.304 -0.110
N4 -2.477 2.785 -2.681
C34 -1.545 2.133 -2.515

Results
E_HOMO: -7.78 eV
E: -3133.5316 a.u.
HOMO-LUMO gap: 0.29115 Ha
net charge: 0

***

4.
Entry from the Open Molecules 2025 dataset: C34H38BrN2O2PdSeSi as an isolated structure at a distorted geometry (wB97M-V/def2-TZVPD).

Positions of all 80 atoms, in Å:
Pd1 -21.510 7.201 5.001
Br1 -20.665 8.956 7.951
C1 -22.314 9.346 7.141
C2 -22.979 10.533 7.305
C3 -24.217 10.746 6.638
C4 -24.779 9.737 5.862
C5 -23.950 8.621 5.654
N1 -22.804 8.423 6.282
C6 -24.315 7.695 4.512
O1 -25.454 7.585 4.107
O2 -23.364 7.045 3.976
H1 -22.542 11.391 7.855
H2 -24.667 11.669 6.856
H3 -25.703 9.906 5.379
C7 -18.641 7.309 4.997
Si1 -18.538 5.485 5.201
C8 -20.134 4.926 6.223
N2 -21.518 5.173 5.674
C9 -21.851 4.168 4.560
C10 -23.325 3.861 4.471
C11 -23.759 2.984 5.717
C12 -23.060 3.505 6.985
C13 -22.526 4.910 6.772
C14 -18.377 4.539 3.660
C15 -18.281 5.052 2.345
C16 -18.039 4.214 1.264
C17 -17.917 2.858 1.466
C18 -18.033 2.283 2.781
C19 -18.330 3.099 3.805
C20 -17.118 4.947 6.363
C21 -15.922 4.442 5.737
C22 -14.936 3.817 6.460
C23 -15.150 3.635 7.840
C24 -16.247 4.160 8.484
C25 -17.284 4.769 7.739
H4 -18.185 7.914 4.150
H5 -18.964 7.928 5.851
H6 -20.032 5.600 7.154
H7 -20.027 3.955 6.569
H8 -21.260 3.258 4.728
H9 -21.447 4.645 3.598
H10 -23.516 3.240 3.598
H11 -23.897 4.767 4.374
H12 -23.539 1.947 5.506
H13 -24.839 3.066 5.788
H14 -22.240 2.827 7.259
H15 -23.777 3.563 7.780
H16 -22.123 5.279 7.701
H17 -23.315 5.608 6.546
H18 -18.353 6.146 2.174
H19 -17.973 4.645 0.341
H20 -17.834 2.250 0.537
H21 -17.833 1.221 2.949
H22 -18.375 2.694 4.777
H23 -15.791 4.623 4.651
H24 -14.055 3.427 5.987
H25 -14.454 3.069 8.438
H26 -16.373 3.969 9.576
H27 -18.160 4.983 8.205
C26 -16.011 9.787 0.641
C27 -17.327 9.753 1.398
C28 -17.558 10.667 2.432
C29 -18.726 10.526 3.173
C30 -18.971 11.471 4.376
C31 -19.678 9.534 2.875
Se1 -21.302 9.603 3.871
C32 -19.457 8.582 1.825
C33 -20.383 7.556 1.289
C34 -18.227 8.682 1.189
H28 -15.162 9.457 1.285
H29 -15.834 10.789 0.317
H30 -16.066 9.235 -0.300
H31 -16.836 11.458 2.672
H32 -18.285 12.339 4.450
H33 -18.843 10.935 5.295
H34 -19.986 12.031 4.331
H35 -20.573 6.756 2.017
H36 -20.080 7.043 0.407
H37 -21.412 7.914 1.167
H38 -17.974 7.995 0.358

Results
E_HOMO (alpha / beta): -10.86 / -11.33 eV
E: -6970.8646 a.u.
2S+1: 5
⟨S²⟩: 6.02
HOMO-LUMO gap (alpha / beta): 0.29222 / 0.21671 Ha
net charge: +1

***

5.
Entry from the Open Molecules 2025 dataset: C34H38BrN8S2Ta as an isolated structure at a distorted geometry (wB97M-V/def2-TZVPD).

Positions of all 84 atoms, in Å:
Ta1 -0.330 0.151 0.835
S1 0.173 -1.314 2.632
C1 -0.859 -2.434 1.740
S2 -1.378 -1.925 0.145
C2 -1.205 -3.615 2.277
C3 -0.799 -3.927 3.623
N1 -0.471 -4.079 4.719
C4 -2.023 -4.551 1.550
N2 -2.700 -5.284 0.971
C5 3.050 2.048 -3.395
C6 1.758 1.253 -3.137
C7 0.847 1.424 -4.359
C8 2.120 -0.202 -2.819
C9 2.516 -1.028 -3.861
C10 3.006 -2.298 -3.622
C11 3.179 -2.728 -2.321
C12 2.785 -1.958 -1.233
C13 3.147 -2.527 0.147
C14 3.543 -1.492 1.214
C15 2.046 -3.466 0.663
C16 2.192 -0.713 -1.504
N3 1.688 0.140 -0.440
C17 2.327 1.245 -0.200
C18 1.781 2.237 0.587
C19 2.272 3.464 0.922
C20 1.241 4.140 1.631
C21 0.163 3.303 1.705
N4 0.470 2.086 1.077
C22 -1.152 3.551 2.357
C23 -2.266 3.330 1.330
C24 -1.278 2.615 3.568
C25 -1.251 4.992 2.865
H1 2.810 3.097 -3.590
H2 3.565 1.647 -4.272
H3 3.750 2.006 -2.555
H4 1.245 1.699 -2.283
H5 1.395 1.247 -5.288
H6 0.476 2.452 -4.396
H7 -0.001 0.753 -4.333
H8 2.458 -0.664 -4.882
H9 3.306 -2.931 -4.448
H10 3.654 -3.686 -2.137
H11 4.034 -3.136 -0.018
H12 2.687 -1.000 1.663
H13 4.209 -0.730 0.796
H14 4.084 -2.003 2.013
H15 1.061 -3.074 0.415
H16 2.132 -3.600 1.748
H17 2.123 -4.449 0.200
H18 3.309 1.408 -0.634
H19 3.259 3.841 0.679
H20 1.301 5.141 2.033
H21 -2.181 2.358 0.820
H22 -2.226 4.108 0.564
H23 -3.243 3.381 1.813
H24 -1.027 1.579 3.315
H25 -2.293 2.648 3.970
H26 -0.589 2.933 4.354
H27 -1.123 5.709 2.051
H28 -0.503 5.193 3.635
H29 -2.237 5.151 3.306
N5 -4.187 -0.083 5.358
C26 -4.060 0.111 4.030
C27 -2.842 -0.095 3.356
N6 -2.727 0.153 2.059
C28 -3.809 0.558 1.381
C29 -5.003 0.748 2.047
N7 -5.128 0.546 3.354
H30 -3.438 -0.431 5.926
H31 -5.090 0.049 5.778
H32 -1.972 -0.447 3.901
H33 -3.722 0.732 0.315
H34 -5.887 1.085 1.516
Br1 0.345 -4.809 -2.282
C30 -0.457 -3.342 -3.157
C31 -0.970 -3.533 -4.433
C32 -1.592 -2.458 -5.044
C33 -1.667 -1.247 -4.373
C34 -1.111 -1.171 -3.113
N8 -0.513 -2.197 -2.501
H35 -0.892 -4.496 -4.917
H36 -2.022 -2.569 -6.033
H37 -2.149 -0.388 -4.826
H38 -1.136 -0.236 -2.547

Results
E_HOMO: -13.75 eV
E: -5183.2675 a.u.
HOMO-LUMO gap: 0.18607 Ha
net charge: +2